[1]
Molecular formula: C34H30Cl2N4O5PRbS3Se2
Method: DFT, the ωB97M-V functional and the def2-TZVPD basis

Calculated values
HOMO level = -2.702 eV
Multiplicity = 1
Relative energy (zero: lowest compared OMol25 entry of this formula, charge and spin) = 7.2 kJ/mol
Total charge = -2
Frontier orbital gap = 6.49 eV
Molar mass = 1016.11 u

Cartesian coordinates (Å):
1 Rb 0.943 -0.470 0.153
2 Cl 5.916 -0.925 5.899
3 C 4.551 -0.423 4.947
4 C 3.329 -0.230 5.579
5 C 2.249 0.156 4.839
6 Cl 0.736 0.403 5.644
7 C 2.266 0.386 3.410
8 O 1.244 0.722 2.787
9 C 3.584 0.211 2.830
10 C 3.870 0.487 1.433
11 O 3.129 1.029 0.642
12 C 4.676 -0.209 3.596
13 H 3.230 -0.389 6.643
14 H 4.881 0.164 1.106
15 H 5.626 -0.356 3.102
16 Se -1.735 2.152 -0.113
17 P -3.146 0.525 -0.119
18 Se -2.580 -1.540 0.061
19 C -4.397 0.914 1.167
20 C -5.141 2.081 1.059
21 C -6.077 2.398 2.021
22 C -6.267 1.558 3.109
23 C -5.518 0.404 3.223
24 C -4.590 0.080 2.252
25 C -4.157 0.654 -1.637
26 C -3.766 1.456 -2.694
27 C -4.522 1.503 -3.849
28 C -5.681 0.756 -3.947
29 C -6.077 -0.048 -2.888
30 C -5.313 -0.104 -1.741
31 H -4.973 2.746 0.222
32 H -6.655 3.308 1.928
33 H -6.995 1.811 3.869
34 H -5.653 -0.252 4.072
35 H -4.003 -0.825 2.317
36 H -2.865 2.039 -2.594
37 H -4.200 2.126 -4.674
38 H -6.276 0.794 -4.849
39 H -6.980 -0.640 -2.961
40 H -5.602 -0.752 -0.925
41 C -0.256 2.803 -4.979
42 C -0.319 1.506 -4.251
43 C -0.435 0.203 -4.699
44 C -0.431 -0.588 -3.537
45 N -0.336 0.180 -2.466
46 N -0.252 1.432 -2.907
47 C -0.481 -2.064 -3.399
48 H -0.463 2.649 -6.039
49 H 0.731 3.261 -4.889
50 H -0.991 3.511 -4.590
51 H -0.502 -0.126 -5.719
52 H -0.217 2.170 -2.209
53 H -0.782 -2.536 -4.334
54 H -1.190 -2.333 -2.617
55 H 0.502 -2.445 -3.124
56 S 1.574 4.397 -0.560
57 C 1.757 4.345 1.073
58 N 1.273 3.459 1.919
59 C 1.429 3.744 3.328
60 C 2.722 4.545 3.434
61 S 2.688 5.588 1.949
62 H 0.919 2.550 1.621
63 H 1.437 2.813 3.884
64 H 0.581 4.356 3.673
65 H 3.598 3.896 3.404
66 H 2.751 5.161 4.327
67 O 5.268 -2.093 -1.180
68 S 4.089 -2.705 -1.752
69 O 4.005 -2.654 -3.198
70 N 2.735 -2.222 -1.032
71 C 2.181 -3.201 -0.316
72 O 1.192 -3.106 0.397
73 C 2.911 -4.526 -0.435
74 C 2.590 -5.745 0.143
75 C 3.417 -6.825 -0.109
76 C 4.542 -6.694 -0.913
77 C 4.867 -5.471 -1.488
78 C 4.026 -4.411 -1.228
79 H 1.714 -5.830 0.770
80 H 3.189 -7.789 0.327
81 H 5.171 -7.557 -1.090
82 H 5.739 -5.349 -2.112

Forces on the atoms, in the same order (eV/Å):
Rb -0.949 0.690 0.069
Cl 0.362 -0.128 0.209
C 0.186 0.014 -0.354
C -0.192 0.039 -0.034
C -0.062 0.019 0.026
Cl -0.285 0.048 0.150
C 0.597 -0.014 0.118
O -0.317 0.051 -0.237
C -0.115 -0.092 0.228
C 0.167 0.012 0.000
O 0.142 0.281 -0.220
C -0.164 -0.036 0.199
H -0.007 0.001 0.036
H -0.018 0.045 -0.004
H 0.115 -0.020 -0.012
Se -0.025 0.117 0.499
P 0.176 -0.139 -0.008
Se 0.080 0.143 0.067
C 0.138 -0.030 -0.186
C 0.023 0.113 -0.138
C -0.140 0.131 0.060
C -0.160 0.117 0.105
C -0.099 -0.076 0.231
C 0.184 -0.192 -0.090
C 0.111 0.074 0.091
C 0.133 0.006 0.171
C -0.062 0.092 -0.289
C -0.142 -0.017 -0.163
C -0.205 -0.076 -0.112
C -0.080 -0.100 0.100
H 0.029 0.024 -0.047
H -0.047 0.056 0.006
H -0.048 0.023 0.039
H -0.026 -0.041 0.079
H 0.036 -0.063 0.009
H 0.124 0.080 0.005
H 0.000 0.008 -0.046
H -0.045 -0.002 -0.067
H -0.041 -0.015 -0.025
H -0.006 -0.050 0.074
C -0.022 0.067 -0.074
C 0.019 -0.048 0.010
C 0.041 0.386 -0.020
C -0.019 0.245 0.052
N 0.164 -0.487 0.305
N 0.084 0.142 -0.398
C -0.032 -0.168 0.010
H 0.012 -0.011 0.033
H 0.005 0.029 0.003
H 0.011 0.021 0.007
H -0.026 -0.032 -0.170
H -0.087 -0.065 -0.159
H -0.019 -0.006 -0.039
H -0.013 -0.067 0.068
H 0.065 -0.087 0.037
S -0.006 0.028 -0.329
C 0.100 0.289 -0.365
N 0.007 -0.379 0.224
C -0.081 0.175 0.184
C -0.095 -0.080 0.083
S -0.108 -0.169 -0.012
H -0.025 0.218 0.036
H 0.057 -0.021 0.055
H 0.127 -0.112 -0.029
H -0.016 -0.014 -0.004
H 0.001 0.047 0.094
O -0.136 -0.025 0.084
S 0.381 0.087 -0.533
O -0.135 -0.034 0.325
N 0.757 0.013 -0.533
C 0.075 -0.867 0.250
O -0.412 -0.375 0.297
C 0.014 -0.197 0.045
C -0.140 0.313 0.004
C -0.044 -0.191 0.082
C 0.174 0.040 -0.134
C 0.021 -0.086 0.011
C -0.125 0.373 -0.014
H -0.056 0.026 0.027
H -0.012 -0.036 0.021
H 0.042 -0.024 -0.019
H 0.085 -0.013 -0.056



[2]
Molecular formula: C34H30CrNO4
Method: DFT, the ωB97M-V functional and the def2-TZVPD basis

Calculated values
HOMO level (alpha / beta) = -11.818 / -13.259 eV
Multiplicity = 4
Relative energy (zero: lowest compared OMol25 entry of this formula, charge and spin) = 159.8 kJ/mol
Total charge = +2
Frontier orbital gap (alpha / beta) = 6.16 / 2.84 eV
Molar mass = 568.61 u

Cartesian coordinates (Å):
1 C 4.554 -0.806 2.811
2 C 3.699 0.430 2.621
3 N 2.337 0.216 2.729
4 C 1.334 1.183 2.526
5 C 0.125 1.080 3.361
6 C -0.804 2.073 3.430
7 C -1.990 2.078 4.345
8 C -1.928 1.007 5.448
9 C -1.347 -0.303 4.934
10 C 0.018 -0.120 4.262
11 C 1.514 2.161 1.587
12 O 4.201 1.521 2.400
13 H 3.979 -1.735 2.821
14 H 5.280 -0.850 1.993
15 H 5.114 -0.716 3.749
16 H 2.114 -0.695 3.101
17 H -0.710 2.940 2.776
18 H -2.119 3.064 4.818
19 H -2.906 1.925 3.749
20 H -1.311 1.387 6.271
21 H -2.927 0.826 5.858
22 H -1.242 -1.012 5.766
23 H -2.043 -0.754 4.213
24 H 0.229 -1.047 3.709
25 H 0.777 -0.063 5.062
26 H 0.703 2.844 1.337
27 H 2.466 2.255 1.076
28 O -2.088 -3.893 -6.165
29 C -1.256 -3.745 -5.369
30 Cr 0.204 -3.275 -4.229
31 C -0.410 -1.510 -4.534
32 O -0.796 -0.456 -4.843
33 C 1.137 -3.017 -5.870
34 O 1.553 -2.783 -6.939
35 C 0.962 -5.185 -3.515
36 C -0.285 -4.938 -2.929
37 C -0.549 -3.711 -2.308
38 C 0.481 -2.757 -2.115
39 C 0.188 -1.457 -1.551
40 C -0.127 -0.309 -1.255
41 C -0.559 0.997 -1.000
42 C 0.072 2.042 -1.804
43 C 1.288 1.727 -2.474
44 C 1.904 2.624 -3.344
45 C 1.344 3.885 -3.582
46 C 0.151 4.224 -2.936
47 C -0.467 3.324 -2.070
48 C -1.726 1.110 -0.132
49 C -2.064 -0.012 0.671
50 C -3.184 -0.021 1.498
51 C -4.033 1.091 1.549
52 C -3.743 2.201 0.751
53 C -2.623 2.205 -0.074
54 C 1.711 -2.991 -2.777
55 C 1.971 -4.220 -3.395
56 H 1.144 -6.114 -4.066
57 H -1.074 -5.685 -2.998
58 H -1.557 -3.468 -1.955
59 H 1.704 0.724 -2.357
60 H 2.820 2.329 -3.856
61 H 1.829 4.597 -4.254
62 H -0.324 5.188 -3.119
63 H -1.423 3.610 -1.662
64 H -1.461 -0.920 0.588
65 H -3.418 -0.914 2.079
66 H -4.916 1.090 2.195
67 H -4.407 3.066 0.745
68 H -2.503 3.049 -0.733
69 H 2.458 -2.189 -2.788
70 H 2.952 -4.403 -3.831

Forces on the atoms, in the same order (eV/Å):
C 1.175 0.100 0.042
C -4.225 -2.923 0.950
N 3.431 0.555 -0.186
C -0.969 2.600 -1.775
C -1.099 0.652 0.738
C 0.847 -0.743 -0.287
C -0.430 -0.326 0.319
C 0.196 0.200 -0.057
C -0.165 -0.108 -0.125
C 0.069 -0.393 0.551
C -0.063 -1.558 1.202
O 0.922 1.387 -0.530
H -0.259 0.435 -0.045
H -0.063 0.013 0.147
H -0.090 0.078 -0.165
H -0.246 -0.012 -0.001
H 0.033 -0.103 0.192
H 0.187 -0.172 -0.299
H 0.317 0.100 0.010
H -0.038 -0.088 -0.064
H 0.157 0.107 -0.047
H -0.040 0.084 -0.226
H 0.114 0.106 0.109
H -0.004 0.024 -0.046
H -0.038 0.057 -0.226
H 0.433 -0.134 0.107
H -0.130 0.152 -0.214
O 2.703 0.227 2.698
C -3.424 -0.157 -2.877
Cr -0.307 -0.665 -2.426
C -1.304 3.692 -1.093
O 1.216 -3.272 1.124
C 1.872 1.616 -4.747
O -1.447 -1.134 4.282
C 0.481 -1.012 0.767
C -0.149 -0.582 -0.296
C -0.790 0.577 1.563
C -0.302 0.989 0.251
C 0.048 0.105 0.044
C 0.453 -1.264 -0.256
C -0.458 0.386 -0.324
C 0.568 0.214 -0.607
C -0.204 0.171 -0.232
C -0.156 -0.062 0.179
C -0.109 -0.018 0.266
C 0.168 -0.303 0.037
C 0.092 -0.055 -0.111
C -0.692 -0.331 0.453
C -0.210 0.016 0.003
C 0.035 0.132 -0.245
C 0.132 0.035 -0.017
C 0.085 -0.263 0.063
C 0.032 -0.078 0.031
C 0.801 1.053 1.114
C 0.333 -0.387 -0.400
H -0.078 0.436 0.287
H 0.124 0.259 -0.154
H 0.484 -0.237 0.015
H 0.009 0.395 0.045
H -0.205 0.093 0.140
H -0.175 -0.299 0.193
H 0.168 -0.265 0.038
H 0.446 0.154 -0.168
H -0.127 0.355 0.212
H 0.077 0.258 -0.146
H 0.311 -0.030 -0.272
H 0.178 -0.271 0.011
H -0.169 -0.188 0.406
H -0.228 -0.488 0.152
H -0.303 0.111 -0.076



[3]
Molecular formula: C34H30F6NO
Method: DFT, the ωB97M-V functional and the def2-TZVPD basis

Calculated values
HOMO level = -8.528 eV
Multiplicity = 1
Total charge = +1
Frontier orbital gap = 1.99 eV
Molar mass = 582.61 u

Cartesian coordinates (Å):
1 F 1.427 5.661 -3.862
2 C 0.162 5.672 -3.337
3 F 0.184 6.495 -2.242
4 F -0.647 6.269 -4.267
5 C -0.313 4.292 -2.979
6 C -1.373 4.135 -2.086
7 C -1.789 2.868 -1.727
8 C -1.187 1.691 -2.274
9 C -1.611 0.383 -1.866
10 C -1.691 -0.791 -2.671
11 C -1.292 -0.880 -4.048
12 C -1.216 -2.104 -4.697
13 C -1.624 -3.267 -4.040
14 C -1.428 -4.597 -4.712
15 F -1.622 -5.641 -3.846
16 F -2.286 -4.790 -5.761
17 F -0.155 -4.720 -5.212
18 C -2.227 -3.188 -2.783
19 C -2.249 -1.983 -2.108
20 C -0.134 1.903 -3.211
21 C 0.268 3.178 -3.582
22 H -1.863 5.015 -1.675
23 H -2.613 2.754 -1.016
24 H -2.067 0.307 -0.866
25 H -1.028 0.029 -4.591
26 H -0.838 -2.150 -5.719
27 H -2.657 -4.076 -2.329
28 H -2.676 -1.937 -1.099
29 H 0.406 1.040 -3.605
30 H 1.050 3.298 -4.326
31 C -2.851 -5.005 3.190
32 O -1.903 -4.867 2.117
33 C -0.827 -4.044 2.193
34 C 0.080 -4.129 1.096
35 C 1.101 -3.228 0.997
36 C 1.140 -2.094 1.859
37 C 1.923 -0.957 1.498
38 C 1.722 0.344 1.972
39 N 2.722 1.244 1.930
40 C 4.090 0.837 1.648
41 C 4.893 2.141 1.495
42 C 3.947 3.295 1.829
43 C 2.573 2.680 2.163
44 C 0.397 0.815 2.456
45 C -0.725 0.615 1.635
46 C -1.986 1.049 2.037
47 C -2.135 1.682 3.280
48 C -1.025 1.912 4.101
49 C 0.244 1.514 3.669
50 C 0.388 -2.159 3.065
51 C -0.579 -3.130 3.254
52 H -3.507 -5.795 2.811
53 H -2.369 -5.329 4.128
54 H -3.429 -4.078 3.347
55 H -0.129 -4.897 0.343
56 H 1.829 -3.323 0.186
57 H 2.789 -1.171 0.872
58 H 4.496 0.229 2.479
59 H 4.179 0.238 0.731
60 H 5.758 2.114 2.159
61 H 5.240 2.198 0.462
62 H 4.315 3.855 2.689
63 H 3.831 3.978 0.988
64 H 1.762 3.143 1.571
65 H 2.347 2.903 3.219
66 H -0.572 0.150 0.662
67 H -2.848 0.865 1.399
68 H -3.132 1.971 3.622
69 H -1.139 2.378 5.083
70 H 1.108 1.751 4.291
71 H 0.546 -1.400 3.838
72 H -1.174 -3.161 4.172

Forces on the atoms, in the same order (eV/Å):
F -1.327 -0.129 0.576
C 0.711 1.868 -0.424
F -0.083 -0.968 -1.068
F 0.684 -0.770 0.954
C -0.305 -0.504 -0.224
C -0.016 -0.005 0.004
C -0.150 -0.716 0.436
C 0.774 0.813 -0.162
C -1.028 0.011 -0.760
C 0.027 -0.480 -0.230
C 0.259 0.121 0.127
C 0.086 0.613 -0.006
C -0.167 0.465 0.332
C 0.266 -2.116 -0.866
F 0.196 1.259 -0.833
F 0.812 0.481 1.107
F -1.378 0.363 0.611
C -0.045 -0.116 0.059
C 0.207 0.453 0.516
C -0.194 -0.349 -0.007
C 0.054 -0.245 0.153
H 0.119 -0.223 0.019
H 0.296 0.057 -0.196
H 0.164 0.038 -0.438
H -0.120 -0.415 0.135
H -0.124 -0.026 0.295
H 0.195 0.144 -0.027
H 0.250 -0.080 -0.342
H -0.101 0.381 0.154
H -0.018 0.026 0.242
C 0.444 0.033 -0.423
O -0.268 -0.365 0.227
C 0.529 0.697 0.358
C -1.398 -0.559 0.925
C 0.083 1.186 -0.024
C -0.875 -1.354 0.646
C 0.580 1.890 0.517
C -0.119 -2.132 -0.791
N 0.606 0.910 -0.196
C 0.412 0.128 0.202
C -0.017 -0.456 -0.216
C -0.321 0.058 0.040
C 0.158 0.393 0.298
C -0.242 0.384 0.245
C 0.079 0.348 0.301
C 0.421 0.062 0.413
C -0.148 -0.157 0.060
C 0.026 -0.213 -0.438
C -0.346 -0.213 -0.144
C 0.537 0.368 -0.756
C -0.656 -0.979 -0.845
H 0.004 0.214 0.377
H -0.145 0.169 -0.352
H 0.286 -0.251 -0.019
H 0.336 0.187 0.370
H -0.286 0.223 0.140
H -0.059 0.172 0.365
H -0.321 0.021 -0.280
H -0.181 0.165 0.242
H -0.011 0.122 -0.184
H 0.154 0.182 0.179
H -0.047 0.108 -0.169
H 0.199 0.060 0.074
H 0.269 -0.405 0.109
H 0.008 -0.160 -0.393
H 0.053 -0.126 0.305
H 0.014 0.102 0.165
H 0.333 -0.030 -0.129
H -0.023 -0.063 -0.406
H -0.261 -0.358 -0.145
H -0.061 -0.334 -0.359
H 0.213 0.025 -0.426